Entry 1:
This record from the Open Molecules 2025 dataset describes a structure of composition C34H44F2HgN6OS. The level of theory is wB97M-V/def2-TZVPD.

Highest occupied orbital energy (spin up / spin down): -2.9 / -3.4 eV
Relative energy (zero: lowest compared OMol25 entry of this formula, charge and spin): 0.0 kJ/mol
Orbital gap (spin up / spin down): 5.5 / 5.9 eV
Maximum force: 0.36 eV/Å
Total charge: -1
Multiplicity: 2
E_LUMO (spin up / spin down): 2.6 / 2.5 eV

CARTESIAN COORDINATES (ANGSTROEM)
Hg1 0.20356 0.53638 0.51577
C1 -1.93585 0.25901 3.87769
C2 -2.98784 -0.65759 3.25943
C3 -3.44513 -0.39436 1.84340
C4 -4.68903 -0.88196 1.44388
C5 -5.08038 -0.73657 0.12422
C6 -4.22204 -0.10342 -0.75974
C7 -3.01796 0.38090 -0.27105
N1 -2.64274 0.24781 1.00173
N2 -0.50934 -0.02601 3.66817
C8 -0.07462 -1.40080 3.84831
C9 -0.45147 -2.40220 2.78017
C10 -0.35620 -3.76336 3.06082
C11 -0.63306 -4.67267 2.05639
C12 -1.01286 -4.19947 0.80845
C13 -1.09093 -2.82929 0.62871
N3 -0.81354 -1.95324 1.58974
C14 0.26826 0.85530 4.54328
C15 1.26271 1.75741 3.85483
C16 1.35738 3.10064 4.20963
C17 2.25173 3.91322 3.54005
C18 3.02127 3.36292 2.52587
C19 2.86752 2.01387 2.25599
N4 2.03154 1.21732 2.91602
H1 -2.13823 0.25383 4.96605
H2 -2.09991 1.27869 3.52207
H3 -3.87211 -0.59269 3.90133
H4 -2.67892 -1.70291 3.32638
H5 -5.32756 -1.38280 2.16203
H6 -6.03728 -1.11971 -0.20974
H7 -4.46434 0.01428 -1.80708
H8 -2.30575 0.86242 -0.93568
H9 -0.38307 -1.80686 4.83236
H10 1.01963 -1.38117 3.84585
H11 -0.05535 -4.09412 4.04749
H12 -0.55041 -5.73665 2.24172
H13 -1.23465 -4.86922 -0.01139
H14 -1.37476 -2.40592 -0.32878
H15 0.81963 0.25506 5.28102
H16 -0.40632 1.48678 5.12762
H17 0.70165 3.50391 4.97049
H18 2.32724 4.96568 3.78306
H19 3.70804 3.96263 1.94405
H20 3.42613 1.54402 1.45122
C20 4.01098 0.02173 -1.11517
N5 3.16771 -0.88281 -0.36911
C21 3.56453 -1.65401 0.65235
N6 4.79333 -1.35212 1.18733
S1 2.64817 -2.92918 1.20364
H21 3.38705 0.55038 -1.83015
H22 4.80446 -0.50875 -1.64785
H23 4.47358 0.77873 -0.47401
H24 2.25336 -1.10959 -0.74147
H25 5.07843 -0.38514 1.15966
H26 4.95719 -1.81403 2.06669
C22 -1.28965 3.20040 -3.21261
C23 0.15407 2.89982 -3.61188
C24 1.10758 3.06710 -2.42881
C25 0.29311 1.54114 -4.26280
C26 0.70843 1.47148 -5.58421
C27 0.83948 0.26696 -6.26503
C28 0.52588 -0.89974 -5.57639
C29 0.09696 -0.88683 -4.26025
C30 -0.20369 -2.19771 -3.56306
C31 0.73792 -2.43898 -2.37978
C32 -1.66599 -2.31546 -3.13139
C33 -0.02972 0.34672 -3.53640
O1 -0.38941 0.34897 -2.30169
H27 -1.38304 4.21076 -2.80415
H28 -1.62849 2.48848 -2.46377
H29 -1.94732 3.12034 -4.08196
H30 0.44768 3.64050 -4.36737
H31 0.90628 2.30404 -1.67433
H32 0.99960 4.05513 -1.96982
H33 2.14045 2.96089 -2.76964
H34 0.93421 2.40295 -6.09873
H35 1.16260 0.23873 -7.29835
H36 0.61250 -1.86015 -6.08005
H37 -0.01612 -2.99296 -4.29661
H38 0.60038 -1.65967 -1.62678
H39 1.78043 -2.42244 -2.71016
H40 0.55244 -3.40897 -1.90937
H41 -1.89877 -1.53986 -2.40189
H42 -1.86748 -3.29977 -2.69448
H43 -2.33227 -2.18116 -3.98696
F1 -0.78621 2.92518 2.19318
C34 -0.44237 2.70915 0.85807
F2 -1.56112 3.07686 0.14647
H44 0.32822 3.45374 0.62727

Results of the Mulliken charge analysis, in e, for atoms 1 through 4: Hg 2.04; C -1.42; C -0.99; C 0.92

Entry 2:
This record from the Open Molecules 2025 dataset describes the ion C5H10NO2 with charge -1 in a non-equilibrium geometry. The level of theory is wB97M-V/def2-TZVPD.

Highest occupied orbital energy (spin up / spin down): -3.0 / -3.0 eV
Relative energy (zero: lowest compared OMol25 entry of this formula, charge and spin): 473.4 kJ/mol
Orbital gap (spin up / spin down): 6.9 / 6.9 eV
Maximum force: 4.58 eV/Å
Total charge: -1
Multiplicity: 1
E_LUMO (spin up / spin down): 4.0 / 4.0 eV

CARTESIAN COORDINATES (ANGSTROEM)
C1 -0.68639 0.71333 1.19703
C2 -0.68594 0.63536 -0.29705
C3 -1.60876 -0.39303 -0.90767
C4 0.83073 0.44155 -0.68560
O1 1.72282 1.43820 -0.09620
C5 1.03910 -0.89903 -0.21054
N1 1.96437 -0.91805 0.70020
O2 2.30071 -2.07619 1.20947
H1 -0.63588 -0.29910 1.72903
H2 -1.71403 1.10513 1.68203
H3 0.20404 1.23804 1.44597
H4 -1.10852 1.70463 -0.65405
H5 -1.02710 -1.34332 -1.21977
H6 -2.39089 -0.68051 -0.18775
H7 -2.17302 -0.13077 -1.83990
H8 0.91303 0.68433 -1.81804
H9 2.32898 0.67556 0.53731
H10 0.72674 -1.89611 -0.58447

Results of the Mulliken charge analysis, in e, for atoms 1 through 4: C -1.45; C 0.52; C -1.16; C 0.02

Entry 3:
This record from the Open Molecules 2025 dataset describes a structure of composition C5H6LaLiO4 in a non-equilibrium geometry. The level of theory is wB97M-V/def2-TZVPD.

Highest occupied orbital energy (spin up / spin down): -9.8 / -9.8 eV
Relative energy (zero: lowest compared OMol25 entry of this formula, charge and spin): 0.0 kJ/mol
Orbital gap (spin up / spin down): 3.9 / 3.9 eV
Maximum force: 2.85 eV/Å
Total charge: +1
Multiplicity: 2
E_LUMO (spin up / spin down): -5.9 / -5.9 eV

CARTESIAN COORDINATES (ANGSTROEM)
C1 -0.18277 -1.93702 1.37641
C2 -1.36515 -2.49462 0.58691
C3 -2.67986 -2.02654 1.13200
C4 -3.37042 -0.95955 0.64267
O1 -4.31751 -0.32179 1.27440
O2 0.00087 -0.53240 1.15156
La1 1.17797 1.32378 -0.52087
Li1 -3.17204 -0.25458 2.76484
H1 0.75946 -2.41841 1.08524
H2 -0.32676 -2.08244 2.45553
H3 -1.27781 -3.59280 0.61747
H4 -1.25064 -2.19673 -0.46749
H5 -3.00624 -2.46764 2.08550
H6 -3.05546 -0.55820 -0.34252
O3 -1.30341 0.21323 2.93054
O4 -0.25525 1.61542 1.51783
C5 -0.58690 0.50027 1.98104

Results of the Mulliken charge analysis, in e, for atoms 1 through 4: C -0.50; C -0.53; C -0.48; C -0.26

The lowest multiplicity belongs to which entry? C5H10NO2

The highest total charge belongs to which entry? C5H6LaLiO4